one:
{
  "formula": "C5H18O3",
  "method": "ωB97M-V/def2-TZVPD",
  "smiles": "CCC(C)C.O.O.O",
  "orbital_gap_ev": 11.57,
  "spin_multiplicity": 1,
  "species": ["C", "C", "C", "C", "C", "H", "H", "H", "H", "H", "H", "H", "H", "H", "H", "H", "H", "O", "H", "H", "O", "H", "H", "O", "H", "H"],
  "positions_angstrom": [[-0.1271, 0.4373, 1.2776], [-1.3411, 1.1264, 0.6408], [-2.6809, 0.8319, 1.3471], [-3.8686, 1.2504, 0.4602], [-2.7436, 1.5689, 2.6853], [-0.4118, 0.0751, 2.2643], [0.2512, -0.4193, 0.7236], [0.7132, 1.1161, 1.3298], [-1.1948, 2.2025, 0.6154], [-1.4980, 0.7743, -0.3724], [-2.7349, -0.2282, 1.6034], [-4.7274, 0.6363, 0.7402], [-3.6669, 0.9604, -0.5734], [-4.0797, 2.3112, 0.5576], [-2.1077, 1.0671, 3.4203], [-3.7438, 1.6725, 3.1150], [-2.3817, 2.6031, 2.6463], [4.3085, 1.0845, -4.0246], [3.9567, 0.8634, -3.1637], [3.6829, 1.5993, -4.5177], [3.6244, -4.6426, -0.9226], [4.5635, -4.4421, -1.0138], [3.5953, -5.0288, -0.0396], [4.2622, -2.0908, -2.8776], [3.5963, -2.6085, -2.5067], [4.7540, -2.7206, -3.4148]],
  "nbo_charge": [-0.615, -0.394, -0.210, -0.606, -0.613, 0.202, 0.208, 0.209, 0.196, 0.197, 0.192, 0.209, 0.203, 0.207, 0.205, 0.209, 0.200, -0.945, 0.478, 0.467, -0.942, 0.470, 0.472, -0.935, 0.470, 0.465]
}

=====

two:
{
  "formula": "C5H18O3",
  "method": "ωB97M-V/def2-TZVPD",
  "smiles": "CCCCC.O.O.O",
  "orbital_gap_ev": 11.22,
  "spin_multiplicity": 1,
  "species": ["C", "C", "C", "C", "C", "H", "H", "H", "H", "H", "H", "H", "H", "H", "H", "H", "H", "O", "H", "H", "O", "H", "H", "O", "H", "H"],
  "positions_angstrom": [[2.2088, -0.2188, -0.7970], [1.3922, 1.0204, -1.1238], [1.0315, 1.8309, 0.1323], [-0.0315, 1.1746, 1.0213], [-1.4225, 1.2081, 0.3913], [2.4393, -0.8309, -1.6900], [1.6794, -0.8548, -0.0544], [3.1639, 0.0618, -0.3813], [0.4538, 0.6237, -1.7066], [1.9067, 1.7037, -1.8642], [1.9138, 2.0748, 0.6941], [0.6764, 2.8095, -0.1620], [0.3199, 0.0974, 1.2574], [-0.0430, 1.6509, 1.9949], [-2.1181, 0.6922, 1.0416], [-1.7836, 2.2975, 0.3037], [-1.4552, 0.6968, -0.5977], [-1.4284, -1.7292, 2.4837], [-2.4071, -1.8582, 2.6054], [-1.3366, -0.7549, 2.4805], [-0.5343, -2.6057, -0.1079], [-0.7968, -2.3565, 0.7575], [0.3595, -2.8038, -0.0057], [-1.3115, -0.9246, -2.2599], [-1.8160, -1.4835, -2.8374], [-1.0608, -1.5213, -1.5757]],
  "nbo_charge": [-0.609, -0.415, -0.404, -0.401, -0.625, 0.212, 0.189, 0.197, 0.230, 0.204, 0.198, 0.200, 0.179, 0.199, 0.184, 0.204, 0.247, -0.955, 0.484, 0.486, -0.961, 0.496, 0.469, -0.965, 0.465, 0.493]
}

=====

In kcal/mol, relative to the most stable structure: one 8.1; two 0.0.

=====

one:
{
  "formula": "C3H6N3O",
  "method": "ωB97M-V/def2-TZVPD",
  "total_charge": 1,
  "orbital_gap_ev": 8.26,
  "spin_multiplicity": 1,
  "species": ["C", "C", "C", "N", "N", "N", "O", "H", "H", "H", "H", "H", "H"],
  "positions_angstrom": [[0.0971, -1.3958, 0.0115], [1.2857, 0.1899, 1.6392], [-1.0613, 0.0643, -1.3104], [-0.5368, -1.2772, -1.0631], [0.3769, -0.3259, 0.8129], [-0.2689, 0.9603, -0.4469], [1.4437, 1.3559, 1.8247], [0.3921, -2.3766, 0.3157], [1.7748, -0.4917, 2.3123], [-1.0948, 0.3363, -2.3893], [-2.1123, 0.0130, -1.0414], [0.3691, 1.4129, -0.9982], [-0.6653, 1.5345, 0.3330]],
  "nbo_charge": [0.217, 0.476, -0.140, -0.351, -0.189, -0.430, -0.492, 0.278, 0.213, 0.267, 0.251, 0.429, 0.473]
}

=====

two:
{
  "formula": "C3H6N3O",
  "method": "ωB97M-V/def2-TZVPD",
  "total_charge": 1,
  "orbital_gap_ev": [8.25, 8.58],
  "spin_multiplicity": 1,
  "species": ["C", "C", "C", "N", "N", "N", "O", "H", "H", "H", "H", "H", "H"],
  "positions_angstrom": [[-0.1310, -1.5729, -0.0084], [1.5794, 0.6540, 0.4107], [-2.1311, -0.1424, 0.0465], [1.2340, -1.5871, 0.0350], [-0.7323, -0.4655, -0.0216], [1.9571, 1.7609, -0.1034], [1.8274, -0.5594, 0.2312], [-0.5807, -2.6343, -0.0606], [-2.9355, -0.9603, 0.2765], [-2.2310, 0.8188, 0.7510], [-2.2341, 0.2622, -0.9551], [2.0441, 1.8996, -1.1195], [2.3336, 2.5265, 0.5176]],
  "nbo_charge": [0.157, 0.678, -0.462, 0.001, -0.371, -0.741, -0.133, 0.230, 0.236, 0.252, 0.245, 0.440, 0.469]
}

=====

In kcal/mol, relative to the most stable structure: one 0.0; two 75.9.